# 1
17
Properties=species:S:1:pos:R:3:forces:R:3:mulliken_charge:R:1 method="wB97M-V/def2-TZVPD" de_lowest_kcal_mol=1.1 smiles="O=C(O)NCCS.O" e_homo_ev=-9.0506 e_lumo_ev=0.15 charge=0 total_energy_ev=-21725.584
S 3.736630 0.087200 -0.200668 0.010 0.430 -0.030 -0.219
O -0.202645 -2.202914 -0.461040 0.131 -0.275 -0.167 -0.563
O -3.040721 1.565232 -0.070515 -0.321 0.302 0.002 -0.651
O -2.147109 -1.077774 -0.463851 0.513 -0.067 0.523 -0.480
N -0.289780 -0.160642 0.530986 -0.093 -0.095 -0.132 -0.199
C -0.823320 -1.223629 -0.157192 -0.269 0.267 0.024 0.594
C 1.142959 -0.133831 0.777048 -0.039 0.807 -0.411 -0.628
C 1.957507 0.127235 -0.499472 -0.572 0.237 -0.079 -0.686
H 1.648852 1.111912 -0.883800 0.511 -0.080 0.190 0.344
H 3.750090 -1.195990 0.147709 0.081 -0.271 0.053 0.118
H -0.788403 0.713629 0.487971 0.009 0.055 0.015 0.251
H -3.197558 1.562729 -1.023801 0.086 -0.092 0.093 0.325
H 1.413130 -1.064254 1.253879 0.241 -0.173 0.122 0.415
H -3.740173 2.134902 0.284643 0.291 -0.214 -0.018 0.306
H 1.723130 -0.553183 -1.304784 -0.154 -0.447 0.021 0.383
H -2.497444 -0.412862 0.150114 -0.315 0.104 -0.375 0.352
H 1.354847 0.722238 1.432776 -0.109 -0.488 0.167 0.337

=====

# 2
17
Properties=species:S:1:pos:R:3:forces:R:3:mulliken_charge:R:1 method="wB97M-V/def2-TZVPD" de_lowest_kcal_mol=8.0 smiles="CC(=O)NC=O.O.O" e_homo_ev=-10.6666 e_lumo_ev=0.41 charge=0 total_energy_ev=-12937.057
O 4.971102 2.125280 -4.969791 -0.340 -0.898 0.659 -0.641
O 0.946643 0.332479 4.345999 0.081 0.091 -0.261 -0.499
O -2.972486 -3.549846 -2.729951 0.176 1.057 0.503 -0.636
O 0.035389 -0.517402 0.088026 -0.403 -0.162 0.056 -0.565
N 0.562910 0.310873 2.106838 -0.398 -0.427 -0.413 -0.120
C 0.275367 0.673431 3.403946 0.309 0.042 0.766 0.038
C -0.365698 0.025256 1.087294 0.890 0.900 0.105 0.751
C -1.755722 0.494198 1.329323 -1.843 -1.300 0.128 -1.211
H -2.238949 -0.077112 2.131420 0.611 0.201 0.588 0.382
H 5.419867 1.656662 -4.244690 0.152 0.453 -0.345 0.321
H -1.930163 1.538150 1.539672 0.383 0.321 -0.060 0.341
H 4.141631 1.617848 -4.991255 0.187 0.444 -0.313 0.321
H -2.329856 -2.992141 -3.192549 -0.053 -0.405 -0.192 0.321
H -3.185653 -2.955747 -1.984311 -0.108 -0.652 -0.307 0.316
H -0.567828 1.354018 3.551737 -0.320 -0.083 -0.299 0.332
H 1.433715 -0.182053 1.971340 0.178 -0.052 0.121 0.259
H -2.440261 0.146106 0.556944 0.497 0.471 -0.736 0.292

=====

# 3
15
Properties=species:S:1:pos:R:3:forces:R:3:mulliken_charge:R:1 method="wB97M-V/def2-TZVPD" de_lowest_kcal_mol=26.7 smiles=OCNCCS e_homo_ev=-9.2837 e_lumo_ev=0.74 charge=0 total_energy_ev=-17629.045
S -1.974795 -1.575562 -1.060918 0.005 -0.256 0.051 -0.230
O 1.918489 1.789497 0.519032 0.531 -0.378 0.579 -0.506
N 0.536264 0.308609 -0.679905 -0.765 -0.332 0.342 -0.359
C -0.086846 -0.258158 0.527233 0.242 -0.246 -0.389 -0.473
C 1.002837 1.656498 -0.525804 0.188 0.982 -0.036 -0.309
C -0.664764 -1.630345 0.188282 0.193 0.439 0.657 -0.840
H 1.525199 1.934611 -1.428649 0.214 0.016 -0.433 0.296
H 0.688534 -0.480619 1.272901 -0.110 0.298 0.029 0.356
H 1.706099 1.125379 1.186631 0.137 0.291 -0.046 0.318
H -0.219280 0.355761 -1.358797 0.140 -0.156 -0.271 0.217
H 0.162550 -2.246967 -0.122669 0.152 -0.249 -0.602 0.340
H -0.846230 0.410786 0.950834 -0.021 -0.059 0.149 0.309
H -1.014700 -2.104554 1.101888 -0.345 0.040 -0.026 0.433
H 0.244159 2.448199 -0.379977 -0.480 -0.479 0.078 0.319
H -2.977517 -1.733137 -0.190082 -0.084 0.092 -0.082 0.128

=====

# 4
15
Properties=species:S:1:pos:R:3:forces:R:3:mulliken_charge:R:1 method="wB97M-V/def2-TZVPD" de_lowest_kcal_mol=15.2 smiles="NC=O.CSC" e_homo_ev=-8.2988 e_lumo_ev=0.89 charge=0 total_energy_ev=-17629.546
S 0.437956 1.285205 -1.096621 0.084 0.812 -0.836 -0.145
O -0.272381 -1.815435 1.025310 0.247 -0.037 0.503 -0.506
N -2.051099 -0.430585 1.333000 1.395 -0.444 -0.216 -0.299
C -1.193392 -1.427353 1.704063 -1.909 -0.137 -0.328 0.098
C 1.145009 0.890480 0.496351 -0.220 -0.851 0.792 -0.347
C 1.274603 0.080010 -2.204504 0.207 0.232 1.670 -0.758
H 1.311697 0.420671 -3.231367 -0.519 -0.118 -0.078 0.330
H 2.050648 0.294623 0.424719 0.210 0.147 -0.246 0.250
H -1.800042 -0.012417 0.446693 -0.617 0.375 -0.049 0.205
H -1.600196 -1.883441 2.625795 0.778 -0.304 0.181 0.320
H -2.918160 -0.309559 1.819459 -0.052 0.292 -0.147 0.215
H 0.769309 -0.846633 -1.962899 0.089 -0.385 -0.833 0.251
H 2.302399 0.002666 -1.851547 0.063 -0.017 -0.080 0.246
H 0.436510 0.240205 1.000070 0.228 0.106 0.139 -0.201
H 1.327960 1.735553 1.158266 0.015 0.329 -0.471 0.342

=====

# 5
15
Properties=species:S:1:pos:R:3:forces:R:3:mulliken_charge:R:1 method="wB97M-V/def2-TZVPD" de_lowest_kcal_mol=53.1 smiles=OCNCCS e_homo_ev=-9.3531 e_lumo_ev=0.66 charge=0 total_energy_ev=-17627.903
S 1.391372 -2.221508 1.925807 -0.794 0.700 -1.389 -0.206
O -1.811150 0.550217 -1.526891 -0.196 1.528 1.453 -0.513
N -0.219156 1.298472 0.015684 0.816 -1.429 0.018 -0.326
C -0.041152 0.169838 0.984760 1.110 2.483 2.998 -0.303
C 1.144989 -0.751232 0.767348 0.291 -0.814 -3.200 -0.649
C -0.437332 1.055012 -1.359478 -2.704 -0.451 0.027 -0.374
H -1.722348 -0.196795 -2.041617 -0.282 -2.588 -1.683 0.282
H 0.748403 -3.118041 1.095315 0.470 0.635 0.711 0.139
H 2.121762 -0.191437 0.587413 -1.291 -0.722 0.626 0.338
H 0.885340 -1.195860 -0.267665 0.922 0.120 1.462 0.211
H -0.996269 1.848881 0.370680 0.279 0.093 -0.166 0.248
H -0.942981 -0.428654 1.310082 0.752 0.842 -0.567 0.264
H -0.640126 2.029006 -1.806821 1.588 0.013 -0.569 0.249
H 0.158616 0.252817 -1.866884 0.437 1.516 0.602 0.378
H 0.360031 0.899286 1.812268 -1.397 -1.926 -0.322 0.261

=====

# 6
15
Properties=species:S:1:pos:R:3:forces:R:3:mulliken_charge:R:1 method="wB97M-V/def2-TZVPD" de_lowest_kcal_mol=85.8 e_homo_ev="-8.4313 / -7.6022" e_lumo_ev="-0.53 / -1.57" charge=0 total_energy_ev=-23320.362
P -0.023148 -0.178724 0.254654 2.159 0.973 0.016 0.378
P 2.849875 0.470773 -0.046306 0.443 0.641 -0.160 0.003
N 0.025824 1.347139 -0.140250 -0.425 -0.874 0.022 -0.425
C -1.226595 -1.253877 -0.305180 -0.593 -0.107 -0.376 -0.735
C -1.156141 2.212221 -0.154523 0.480 -0.368 -0.096 -0.789
C 1.679314 -0.856797 -0.288430 -1.369 -0.334 0.026 -0.740
H 1.605967 -1.138587 -1.340608 0.024 0.009 0.083 0.401
H -1.664292 -1.078254 -1.274093 -0.104 -0.101 -0.161 0.349
H -1.376940 2.616086 0.834286 -0.069 0.135 0.067 0.251
H -2.044626 1.689050 -0.519273 -0.112 0.154 -0.026 0.269
H 0.099971 -0.522660 1.618166 -0.229 -0.048 0.204 0.083
H 2.786005 0.437958 1.360086 -0.012 0.019 0.280 0.007
H -1.547647 -2.104808 0.266161 -0.112 -0.192 0.126 0.329
H -0.938761 3.034021 -0.835737 -0.164 0.117 0.066 0.257
H 1.840256 -1.740219 0.329244 0.083 -0.023 -0.069 0.364